[1]
# C37H34F16N2O5

A cluster of 3 separate species, C37H34F16N2O5 in total (ωB97M-V with the def2-TZVPD basis set, the Open Molecules 2025 dataset).

Geometry (Å):
1 F -4.5670 -2.3948 -3.2790
2 F 1.1964 -8.4861 2.9874
3 F -2.4562 -2.1955 -2.8207
4 F -1.3941 -7.4367 3.2614
5 F -6.0370 -2.0750 -1.2111
6 F -2.4514 -9.2247 -1.9551
7 F -2.1442 -9.0002 1.9518
8 F -6.6201 -1.1429 -3.8921
9 F -1.6236 -8.0234 -0.3505
10 F -0.4361 -11.0554 -1.7324
11 F -7.9972 -2.5910 -1.9949
12 F -3.9047 -0.4391 -1.2961
13 F 0.3441 -7.7554 1.1470
14 F -2.6486 0.5338 -2.7723
15 F -8.2362 0.0018 -3.0386
16 F -1.6147 -10.8535 0.0780
17 O -1.8722 3.2550 0.3820
18 O -6.1859 0.4965 -2.4196
19 O 0.3561 7.1503 2.8426
20 O 0.4985 -9.9635 1.5194
21 O 2.0986 2.1440 -2.3107
22 N 5.2859 4.0003 -3.0698
23 N 4.5554 6.8722 0.3568
24 C 4.2146 3.8432 -0.7635
25 C 4.2633 4.1118 -2.1943
26 C -2.0892 6.7904 3.2176
27 C -4.9516 0.6124 -3.1299
28 C 0.0764 -1.4827 -0.5219
29 C -7.2180 -1.5542 -1.6049
30 C 4.1876 5.9072 1.4129
31 C 5.4816 3.3760 -0.1438
32 C -0.5192 1.2411 0.0242
33 C -1.4436 0.2564 0.5386
34 C -3.7657 -0.2327 -2.6256
35 C 1.5962 2.1388 -1.2148
36 C -1.3043 -8.9342 -1.2901
37 C -1.1378 -8.6808 2.7913
38 C 0.6908 0.9472 -0.7494
39 C 1.6880 5.3579 1.9140
40 C -3.5218 -1.5498 -3.3640
41 C 1.7351 3.2909 -0.1760
42 C -0.6508 -4.1597 1.3281
43 C -0.7097 -10.2117 -0.6949
44 C 0.4186 -3.8648 0.5003
45 C 0.3668 -3.0096 -0.8026
46 C 0.6012 -10.0472 0.0977
47 C 1.5736 6.4309 3.0636
48 C 6.5718 3.2810 -1.1175
49 C 0.9992 -0.4474 -1.0164
50 C 5.8407 7.5137 0.8175
51 C 0.2192 -8.7150 2.0825
52 C -1.1353 -1.1887 0.2344
53 C -0.7760 2.7522 0.3289
54 C 2.8825 5.1015 1.1289
55 C 6.4688 3.6005 -2.5292
56 C -7.0396 -0.5576 -2.7539
57 C 0.5222 3.5802 0.6142
58 C 0.4507 4.5817 1.6511
59 C -0.6309 6.9143 3.8565
60 C 2.9390 4.0690 0.0562
61 H -2.6918 6.0072 3.7604
62 H -2.3367 0.5285 1.1373
63 H -2.6779 7.7417 3.3316
64 H -4.6640 1.6543 -2.9757
65 H 5.7412 8.6325 0.8347
66 H -0.5925 -3.8293 2.3929
67 H 1.2322 -9.2541 -0.3081
68 H 7.3633 3.5206 -3.1942
69 H 6.1213 7.1887 1.8613
70 H 4.1203 6.4866 2.3743
71 H -1.8383 -1.9549 0.6288
72 H -2.0360 6.5593 2.1178
73 H -0.6650 7.8413 4.4971
74 H 2.4050 7.1791 3.0485
75 H -1.1568 -9.3830 3.6272
76 H 1.6102 5.8636 4.0281
77 H 7.5761 2.9651 -0.7358
78 H 1.9239 -0.7416 -1.5709
79 H 5.0045 5.1424 1.5951
80 H -7.6813 -1.0721 -0.7417
81 H -1.5868 -4.6903 1.0157
82 H -0.4917 4.7206 2.2181
83 H 3.2957 4.4668 -2.6372
84 H -0.5208 -3.3665 -1.4063
85 H 1.3312 -3.1302 -1.3652
86 H 1.4121 -4.3214 0.7715
87 H 6.6662 7.1546 0.1525
88 H -0.6140 -8.4753 -2.0036
89 H -5.0968 0.5187 -4.2078
90 H 4.8282 6.3825 -0.4981
91 H -3.2990 -1.3723 -4.4198
92 H 1.1678 -10.9661 -0.0649
93 H 5.5856 3.1440 0.9349
94 H -0.4758 5.9808 4.4520

Properties
HOMO-LUMO gap: 0.2831 Eh
SMILES string: C=CCc1ccc2c(c1)C(=O)c1c(cc(COCC)c(CNC)c1-c1cccnc1)C2=O.FC(F)C(F)(F)COC(F)(F)C(F)F.FC(F)C(F)(F)COC(F)(F)C(F)F
spin multiplicity: 1
ΔE to the lowest compared entry with this formula, charge and spin: 0.000 eV


[2]
# C37H34N4O3PPd

A structure of composition C37H34N4O3PPd (ωB97M-V with the def2-TZVPD basis set, the Open Molecules 2025 dataset).

Geometry (Å):
1 Pd 0.9288 -0.7837 -0.0064
2 P -0.3061 1.1984 -0.2589
3 O -1.0447 -1.8320 0.3914
4 O -2.2966 -1.9242 4.4283
5 O 0.3551 -0.6845 -4.4063
6 N 2.9541 -0.1707 1.0010
7 N 0.6419 -0.8977 2.1531
8 N 0.9966 -0.7238 -2.2841
9 N -0.5347 -1.3093 2.5879
10 C -2.9128 1.8382 3.4572
11 C -2.5965 0.8412 1.2941
12 C -1.3855 1.1816 -1.7340
13 C 2.0187 2.6041 -0.8061
14 C 4.9363 1.0896 2.4694
15 C -1.3304 -1.8212 1.6263
16 C 2.7417 0.1402 2.2959
17 C -1.9098 0.6580 -4.0343
18 C -3.3531 1.0001 2.4422
19 C 2.1251 -3.1002 -0.9157
20 C 1.5355 -1.5040 -4.4355
21 C 3.7217 0.7833 3.0512
22 C 0.6605 2.7175 -0.5244
23 C 3.0281 -3.8621 -3.1151
24 C -4.7652 -3.2810 1.3970
25 C -2.6388 -2.3309 2.0650
26 C -0.9371 2.3479 2.1866
27 C 5.1587 0.7335 1.1452
28 C -2.5472 1.9505 -1.6885
29 C 1.4633 -0.2314 2.8780
30 C -1.3894 1.5282 1.1524
31 C -3.3829 2.0674 -2.7864
32 C -3.0430 -2.3737 3.4159
33 C 0.8328 5.1085 -0.7152
34 C -4.2994 -2.8984 3.7295
35 C 2.1914 4.9907 -0.9810
36 C -5.1465 -3.3413 2.7380
37 C 2.7835 3.7389 -1.0336
38 C -3.0643 1.4134 -3.9642
39 C 1.9702 -1.5948 -2.9595
40 C 0.1396 -0.3078 -3.1391
41 C -3.5218 -2.7872 1.0764
42 C -1.0576 0.5265 -2.9340
43 C 1.9427 -3.0346 -2.4285
44 C 4.1359 0.1086 0.4568
45 C 0.0657 3.9782 -0.4898
46 C -1.7035 2.5065 3.3303
47 H 0.3698 6.0860 -0.6843
48 H -1.4610 -1.5672 4.0456
49 H 2.9300 -3.8430 -4.2014
50 H 3.5156 1.0296 4.0842
51 H -6.1182 -3.7377 3.0034
52 H -3.1926 -2.7450 0.0467
53 H -2.8049 2.4667 -0.7753
54 H 1.3132 -2.5419 -0.3985
55 H 2.0471 -4.1296 -0.5691
56 H 3.0987 -2.7080 -0.6158
57 H 2.2706 -1.0276 -5.0813
58 H 6.1020 0.9369 0.6591
59 H 3.8400 3.6436 -1.2498
60 H 5.7065 1.5910 3.0397
61 H 2.9726 -1.1809 -2.8091
62 H -4.2784 2.6706 -2.7165
63 H -3.5105 1.9669 4.3498
64 H -5.4338 -3.6253 0.6200
65 H -1.3526 3.1512 4.1257
66 H -1.6552 0.1533 -4.9540
67 H 2.7849 5.8794 -1.1505
68 H 1.2653 -2.4721 -4.8555
69 H 2.9679 -4.9014 -2.7938
70 H 1.2303 0.0428 3.9029
71 H 4.2673 -0.1801 -0.5805
72 H -3.7098 1.4950 -4.8280
73 H -0.9921 4.0773 -0.2811
74 H 2.4619 1.6193 -0.8549
75 H -4.2815 0.4541 2.5514
76 H 0.0154 2.8553 2.0941
77 H -2.9343 0.1733 0.5111
78 H 0.9621 -3.4555 -2.6761
79 H 4.0218 -3.4862 -2.8604
80 H -4.5793 -2.9472 4.7737

Properties
HOMO-LUMO gap (alpha / beta): 0.2629 / 0.2320 Eh
spin multiplicity: 3
ΔE to the lowest compared entry with this formula, charge and spin: 0.169 eV
net charge: +1


[3]
# C37H34N8O5PRuS2Si

A structure of composition C37H34N8O5PRuS2Si (ωB97M-V with the def2-TZVPD basis set, the Open Molecules 2025 dataset).

Geometry (Å):
1 Ru 1.0225 1.1627 0.5166
2 S 1.5556 3.2289 2.9602
3 S -0.0436 2.2904 -4.5316
4 P 3.3093 -0.5391 -1.9451
5 Si -1.3465 -0.1495 2.7656
6 O 0.8586 1.3903 -5.2190
7 O -0.5224 1.2526 -1.0614
8 O -0.1526 3.6252 -5.0450
9 O -0.0439 0.4837 2.0248
10 O 2.3659 2.3946 3.8517
11 N 1.0057 -1.8756 -2.8468
12 N 4.8111 -1.1382 0.3505
13 N 1.5838 2.9316 1.5074
14 N 0.7938 -1.0224 -0.8266
15 N 2.9754 -0.0456 0.8297
16 N 2.6072 2.0133 -1.0986
17 N 3.4810 2.0191 -3.1125
18 N 0.2954 2.2700 -2.9457
19 C 1.6018 -1.1561 -1.8594
20 C -4.6960 2.3284 3.1321
21 C -2.0003 -4.4010 0.9167
22 C -3.6169 1.5120 3.4499
23 C 2.7542 3.3045 -1.4959
24 C -1.6381 1.5178 -4.4012
25 C -0.7656 -4.0240 1.4321
26 C -2.9530 0.5258 -2.6592
27 C -3.7330 0.5717 -4.9520
28 C -0.2430 -2.2120 -2.3950
29 C -1.7991 -1.1546 6.7558
30 C 3.0492 1.2548 -2.0824
31 C 3.2975 3.3257 -2.7486
32 C 5.8477 -1.8387 -0.3911
33 C 3.6615 -0.2470 1.9897
34 C -3.1690 1.2051 1.1167
35 C 1.5214 -2.1344 -4.1798
36 C -1.6647 -1.8539 2.0409
37 C 3.9878 1.5540 -4.3938
38 C -1.8120 1.1894 -3.0717
39 C 0.3285 -0.0539 6.5656
40 C -0.3570 -1.6861 -1.1414
41 C -2.9006 -2.2569 1.5337
42 C -2.0005 -0.9890 5.3940
43 C 4.8049 -0.9349 1.7051
44 C -3.9161 0.2249 -3.6158
45 C -3.0689 -3.5185 0.9712
46 C -1.0479 -0.3477 4.5963
47 C 0.1217 0.1125 5.2011
48 C -2.8412 0.9298 2.4484
49 C -0.6041 -2.7643 1.9864
50 C -2.5770 1.2241 -5.3674
51 C -4.2424 2.0206 0.7925
52 C 3.6817 -0.5804 -0.1546
53 C -0.6309 -0.6841 7.3433
54 C -0.6177 1.6213 -2.2641
55 C -5.0115 2.5801 1.8053
56 H -5.2875 2.7733 3.9226
57 H 0.3688 -2.4738 2.3706
58 H -2.1291 -5.3835 0.4796
59 H -0.4707 -0.8114 8.4067
60 H 1.2308 -1.3355 -4.8635
61 H 5.4748 -2.7878 -0.7726
62 H 1.1241 -3.0812 -4.5379
63 H -2.9123 -1.3714 4.9445
64 H -4.5001 0.3289 -5.6758
65 H 0.8783 0.6087 4.6060
66 H 0.0697 -4.7126 1.3954
67 H 6.1965 -1.2311 -1.2229
68 H -4.8239 -0.2843 -3.3184
69 H -5.8497 3.2203 1.5598
70 H -3.0899 0.2470 -1.6231
71 H -1.1935 -1.7328 -0.4655
72 H 1.2409 0.3141 7.0182
73 H -3.3763 1.3301 4.4915
74 H 3.3972 0.7073 -4.7333
75 H -2.5481 -1.6522 7.3593
76 H -4.4715 2.2287 -0.2461
77 H -3.7413 -1.5723 1.5642
78 H 3.5118 4.1360 -3.4227
79 H 3.8598 2.3480 -5.1235
80 H 3.2984 0.1382 2.9288
81 H -2.5463 0.8002 0.3262
82 H -2.4215 1.4926 -6.4038
83 H 6.6800 -2.0281 0.2808
84 H 2.4327 4.1226 -0.8745
85 H -4.0351 -3.8117 0.5789
86 H -0.9285 -2.7818 -2.9985
87 H 5.6069 -1.2824 2.3323
88 H 5.0397 1.2801 -4.3173
89 H 2.6070 -2.1992 -4.1440

Properties
HOMO-LUMO gap (alpha / beta): 0.2964 / 0.2941 Eh
spin multiplicity: 6
ΔE to the lowest compared entry with this formula, charge and spin: 0.315 eV


[4]
# C37H35As2N4O2PtS

A structure of composition C37H35As2N4O2PtS (ωB97M-V with the def2-TZVPD basis set, the Open Molecules 2025 dataset).

Geometry (Å):
1 Pt 1.8096 -1.0411 2.2129
2 As -0.8931 2.1654 -0.1773
3 As 2.4728 1.3992 1.7122
4 S -1.0482 -2.7259 2.2923
5 O -1.1042 -3.9790 3.0020
6 O -1.3042 -1.5071 3.0210
7 N -5.3650 -2.8255 -1.8174
8 N 0.3937 -2.5167 1.5544
9 N 2.0544 -3.2687 0.1424
10 N -0.0230 -4.4280 0.2548
11 C 3.8130 5.5311 1.3907
12 C 2.7014 1.7891 -2.4813
13 C -2.7301 -1.6105 0.4591
14 C -0.5131 -1.6905 -2.9229
15 C 3.1907 0.5541 -2.8776
16 C 3.2802 -0.1519 -0.5767
17 C 0.8075 -3.4380 0.6430
18 C -1.3550 0.5255 -2.5145
19 C 5.0925 5.4625 1.9253
20 C -3.7301 -1.6141 -0.4972
21 C -0.7477 0.5382 -1.2600
22 C 3.0238 4.3900 1.3242
23 C -1.2424 -0.5831 -3.3405
24 C -0.4913 1.5086 1.6358
25 C 2.5239 2.0648 -1.1311
26 C -3.5342 2.9877 -1.0093
27 C -4.3268 -2.8140 -0.8722
28 C 2.4290 -4.0883 -0.8199
29 C 0.0989 -1.6795 -1.6795
30 C -5.6526 2.2497 -0.1480
31 C 0.7485 2.1530 2.2339
32 C -4.9879 1.4727 0.7910
33 C 3.4943 -0.4082 -1.9227
34 C -3.9163 -3.9999 -0.2594
35 C -0.0167 -0.5705 -0.8500
36 C 5.5718 4.2480 2.3939
37 C -2.8556 2.1970 -0.0845
38 C 4.7739 3.1127 2.3233
39 C -2.9101 -3.9891 0.6901
40 C 3.4926 3.1602 1.7845
41 C 0.3891 -5.2249 -0.7135
42 C 3.2954 0.1939 2.8821
43 C -3.6004 1.4487 0.8254
44 C -2.3107 -2.7904 1.0462
45 C -4.9223 3.0123 -1.0476
46 C 2.7944 1.0902 -0.1791
47 C 1.6250 -5.1013 -1.3262
48 H -0.3063 -6.0062 -1.0123
49 H -0.4116 0.4199 1.6958
50 H 0.4528 -0.6065 0.1299
51 H 5.7088 6.3516 1.9793
52 H -5.5479 0.8714 1.4963
53 H 1.9487 -5.7567 -2.1215
54 H -5.4317 3.6307 -1.7769
55 H 3.2533 0.5311 3.9189
56 H 3.3231 0.3363 -3.9305
57 H 2.4498 2.5400 -3.2201
58 H 6.5671 4.1847 2.8180
59 H 0.7658 1.9703 3.3123
60 H 0.6662 -2.5378 -1.3371
61 H -5.3365 -2.0416 -2.4513
62 H 2.1542 3.0378 -0.8353
63 H -4.0414 -0.6809 -0.9543
64 H -2.5708 -4.9008 1.1608
65 H 0.7794 3.2317 2.0802
66 H -2.9692 3.5960 -1.7078
67 H 4.3051 -0.0739 2.5659
68 H -0.4274 -2.5596 -3.5641
69 H -1.9300 1.3824 -2.8499
70 H -1.7252 -0.5823 -4.3111
71 H 2.0273 4.4769 0.9024
72 H -6.7351 2.2632 -0.1749
73 H -2.2626 -0.6824 0.7476
74 H 3.8650 -1.3793 -2.2284
75 H -3.1092 0.8305 1.5664
76 H 5.1489 2.1671 2.7009
77 H 3.4201 -0.9309 0.1679
78 H -4.3923 -4.9347 -0.5360
79 H -5.4428 -3.6950 -2.3218
80 H -1.3518 1.7972 2.2416
81 H 3.4337 -3.9341 -1.2079
82 H 3.4273 6.4757 1.0254

Properties
HOMO-LUMO gap: 0.2304 Eh
spin multiplicity: 1
ΔE to the lowest compared entry with this formula, charge and spin: 0.000 eV
net charge: -1


[5]
# C37H35As2N4O2PtS

A structure of composition C37H35As2N4O2PtS (ωB97M-V with the def2-TZVPD basis set, the Open Molecules 2025 dataset).

Geometry (Å):
1 Pt -0.6805 -0.0392 -1.8711
2 As 2.5910 -0.2893 -1.9250
3 As -0.1520 -0.4275 0.5079
4 S -4.7566 -0.1590 -1.6600
5 O -4.6178 -1.4697 -2.2426
6 O -5.8004 0.6895 -2.1974
7 N -3.2978 0.5121 -1.6791
8 N -3.9152 2.4839 -0.5654
9 N -5.8246 -0.8953 4.1801
10 N -1.6425 1.9139 -1.0860
11 C 3.8557 1.7527 -3.6391
12 C 7.1714 -1.7772 -1.7614
13 C 6.8966 -0.4646 -1.3966
14 C -1.2517 3.0698 -0.5773
15 C 3.9380 2.9840 -4.2740
16 C 0.7351 -2.1290 0.8450
17 C -3.0065 1.6511 -1.1057
18 C 4.8460 -2.0936 -2.2574
19 C -2.1390 3.9838 -0.0164
20 C 0.7033 -3.0945 -0.1480
21 C 1.4623 -2.3686 2.0068
22 C 4.5490 -0.7862 -1.8914
23 C -5.9635 0.4651 0.7431
24 C -1.8829 1.5321 3.8109
25 C 2.1109 -4.5245 1.1749
26 C 6.1414 -2.5911 -2.1949
27 C 1.9060 3.6664 -3.2169
28 C 2.9692 3.9490 -4.0573
29 C -1.2584 1.2336 2.6128
30 C 5.6026 0.0191 -1.4626
31 C -0.3912 -1.4203 -3.0480
32 C 1.8210 2.4319 -2.5934
33 C 2.6763 0.2817 0.0022
34 C -4.7344 -1.5981 2.1240
35 C 2.8015 1.4655 -2.7772
36 C 1.4170 0.7742 0.7079
37 C -1.9952 -0.8093 4.3285
38 C -4.5087 -1.4378 0.7695
39 C -2.2439 0.5106 4.6798
40 C -0.9942 -0.0913 2.2547
41 C -6.1970 0.3079 2.0995
42 C -5.5763 -0.7164 2.8070
43 C -3.4739 3.6060 -0.0277
44 C 2.1464 -3.5593 2.1726
45 C -1.3914 -1.1088 3.1187
46 C -5.1231 -0.4048 0.0751
47 C 1.3908 -4.2910 0.0162
48 H 0.5587 -1.9146 -3.2647
49 H -2.2680 -1.6135 5.0004
50 H -2.0827 2.5652 4.0669
51 H 2.7148 -3.7340 3.0772
52 H 4.6295 1.0153 -3.8192
53 H 1.1223 4.3970 -3.0594
54 H -4.2288 4.2548 0.4120
55 H -0.9862 2.0461 1.9467
56 H -4.2631 -2.4140 2.6641
57 H -1.8078 4.9218 0.4017
58 H 5.4137 1.0520 -1.1871
59 H 1.5034 -1.6154 2.7865
60 H 2.6502 -5.4547 1.3021
61 H 3.0359 4.9092 -4.5532
62 H -1.2103 -2.1467 2.8587
63 H 0.1581 -2.8941 -1.0660
64 H 3.0458 -0.6200 0.5015
65 H 1.3654 -5.0332 -0.7714
66 H -6.4304 1.2635 0.1882
67 H -6.0902 -0.0345 4.6382
68 H 3.4659 1.0386 0.0854
69 H -1.2432 -2.0172 -3.3831
70 H 6.3413 -3.6149 -2.4852
71 H 1.0912 1.7259 0.2930
72 H 8.1834 -2.1576 -1.7060
73 H -5.0332 -1.3017 4.6574
74 H 0.9517 2.1881 -1.9946
75 H -0.1881 3.2866 -0.6074
76 H -2.7203 0.7424 5.6247
77 H 1.6257 0.9304 1.7726
78 H 7.6962 0.1835 -1.0598
79 H -6.8657 0.9861 2.6161
80 H -3.8592 -2.1164 0.2328
81 H 4.0445 -2.7448 -2.5938
82 H 4.7668 3.1834 -4.9406

Properties
HOMO-LUMO gap (alpha / beta): 0.2246 / 0.2247 Eh
spin multiplicity: 1
ΔE to the lowest compared entry with this formula, charge and spin: 0.443 eV
net charge: -1